Formula: C2H3FO2
Source: the OMol25 dataset
Level of theory: the ωB97M-V functional and the def2-TZVPD basis

Structure (ORCA input):
```
! RIJCOSX wB97M-V def2-TZVPD def2/J DEFGRID3
* xyz 0 1
C 0.98 -0.21 -0.45
C 2.26 0.12 -0.44
O 3.36 0.44 -0.49
H 0.92 -1.31 -0.19
H 0.22 0.43 -0.54
O -2.14 0.02 0.82
F -3.34 -0.46 0.36
H -2.24 0.98 0.94
*
```

Results
Relative energy (zero: lowest compared OMol25 entry of this formula, charge and spin) (kJ/mol): 485.3
Strongest force on any atom (eV Å⁻¹): 5.8
SMILES: C=C=O.OF
Orbital gap (eV): 9.80

=====

Formula: C16H24I2N2O5P
Source: the OMol25 dataset
Level of theory: the ωB97M-V functional and the def2-TZVPD basis

Structure (ORCA input):
```
! RIJCOSX wB97M-V def2-TZVPD def2/J DEFGRID3
* xyz -1 1
C -4.28 -1.46 2.81
C -3.92 -0.67 1.55
C -3.02 0.54 1.75
I -3.98 1.95 3.07
C -1.66 0.19 2.36
C -0.69 1.41 2.41
N 0.61 1.31 1.64
C 0.55 2.17 0.37
C -0.57 1.88 -0.63
C -1.64 2.96 -0.72
I 0.49 1.79 -2.52
C 1.17 -0.11 1.48
P 1.53 -0.76 -0.23
O 0.23 -1.29 -0.75
C 0.25 -1.17 2.11
N -1.12 -0.98 1.72
H -3.88 -1.01 3.72
H -3.87 -2.47 2.74
H -5.36 -1.57 2.91
H -4.83 -0.29 1.07
H -3.45 -1.32 0.81
H -2.90 1.04 0.79
H -1.86 -0.09 3.39
H -0.42 1.58 3.45
H -1.21 2.31 2.09
H 1.30 1.81 2.19
H 1.53 2.19 -0.08
H 0.39 3.18 0.76
H -0.99 0.88 -0.48
H -2.17 2.90 -1.66
H -1.18 3.95 -0.65
H -2.38 2.89 0.09
H 2.11 -0.16 2.05
H 2.49 -1.73 0.07
H 2.14 0.24 -0.97
H 0.63 -2.16 1.88
H 0.29 -1.06 3.20
H -1.20 -1.00 0.70
C 3.43 -0.56 -2.66
C 3.78 -1.89 -2.32
C 3.79 -2.90 -3.51
O 4.16 -4.07 -3.28
C 3.36 -2.44 -4.78
C 3.00 -1.11 -5.10
C 3.09 -0.09 -3.93
O 2.84 1.13 -4.09
O 2.61 -0.70 -6.20
O 4.06 -2.26 -1.17
H 3.43 0.19 -1.88
H 3.33 -3.19 -5.56
*
```

Results
Strongest force on any atom (eV Å⁻¹): 0.9
Orbital gap (eV): 3.49

=====

Formula: C15H54N16O11
Source: the OMol25 dataset
Level of theory: the ωB97M-V functional and the def2-TZVPD basis

Structure (ORCA input):
```
! RIJCOSX wB97M-V def2-TZVPD def2/J DEFGRID3
* xyz 0 1
C -0.34 -3.98 3.05
O 0.75 -3.78 3.91
C 1.21 -2.43 3.92
C 2.28 -2.22 2.83
C 3.69 -2.44 3.39
N 2.20 -0.82 2.37
H -0.03 -4.00 2.00
H -1.17 -3.30 3.25
H -0.70 -5.01 3.14
H 0.36 -1.79 3.62
H 1.48 -2.15 4.93
H 2.20 -2.98 2.05
H 4.09 -1.68 4.06
H 4.39 -2.50 2.55
H 3.85 -3.36 3.96
H 3.12 -0.62 1.96
H 1.70 -0.91 1.48
C 2.43 -1.96 -1.18
O 1.30 -1.57 -0.42
C 0.86 -0.23 -0.67
C -0.37 0.03 0.22
C -1.66 -0.29 -0.49
N -0.49 1.42 0.70
H 2.09 -2.61 -1.99
H 3.02 -2.59 -0.51
H 3.07 -1.21 -1.65
H 1.62 0.49 -0.36
H 0.60 -0.17 -1.74
H -0.29 -0.59 1.12
H -2.45 -0.24 0.26
H -1.49 -1.31 -0.83
H -1.92 0.39 -1.30
H 0.34 1.77 1.19
H -0.34 1.98 -0.16
N -3.45 3.88 4.12
C -2.51 3.07 3.59
N -2.37 3.17 2.25
O -1.75 2.28 4.19
H -3.51 4.03 5.12
H -3.94 4.50 3.51
H -3.00 3.75 1.73
H -1.86 2.44 1.75
N 1.44 3.36 -5.63
C 1.11 3.40 -4.30
N 1.01 2.14 -3.77
O 0.73 4.41 -3.70
H 2.02 2.61 -5.96
H 1.54 4.27 -6.04
H 0.50 2.06 -2.90
H 1.60 1.43 -4.16
N -6.60 1.49 -0.50
C -5.30 1.83 -0.23
N -4.43 1.24 -1.11
O -4.99 2.61 0.66
H -7.28 1.79 0.18
H -6.69 0.57 -0.89
H -3.45 1.24 -0.86
H -4.67 0.84 -1.99
N -1.68 -0.45 4.77
C -2.32 -1.11 3.79
N -2.82 -0.39 2.76
O -2.64 -2.32 3.84
H -1.72 0.57 4.67
H -1.27 -1.02 5.48
H -3.51 -0.92 2.26
H -2.54 0.52 2.44
N 3.15 2.46 4.59
C 1.90 2.99 4.45
N 1.06 2.23 3.72
O 1.56 4.04 5.01
H 3.25 1.49 4.37
H 3.90 2.89 5.09
H 1.37 1.36 3.33
H 0.07 2.47 3.71
N 3.74 -1.87 -5.32
C 3.18 -0.78 -5.87
N 3.45 -0.73 -7.20
O 2.31 -0.05 -5.34
H 4.46 -2.42 -5.74
H 3.68 -1.79 -4.31
H 4.06 -1.41 -7.61
H 3.02 0.01 -7.72
N -0.51 -0.98 -4.97
C -0.43 -2.31 -4.83
N 0.88 -2.68 -4.77
O -1.36 -3.08 -4.65
H -1.35 -0.47 -4.76
H 0.35 -0.48 -5.18
H 1.07 -3.66 -4.78
H 1.60 -1.99 -4.78
O -1.10 -4.55 -0.53
H -0.90 -3.61 -0.38
H -2.03 -4.63 -0.30
O -0.33 3.38 -1.39
H -1.26 3.64 -1.46
H 0.12 3.88 -2.11
*
```

Results
Strongest force on any atom (eV Å⁻¹): 2.7
SMILES: COC[C@H](C)N.COC[C@H](C)N.NC(N)=O.NC(N)=O.NC(N)=O.NC(N)=O.NC(N)=O.NC(N)=O.NC(N)=O.O.O
Orbital gap (eV): 8.20

=====

Formula: C5H6N2O
Source: the OMol25 dataset
Level of theory: the ωB97M-V functional and the def2-TZVPD basis

Structure (ORCA input):
```
! RIJCOSX wB97M-V def2-TZVPD def2/J DEFGRID3
* xyz 0 1
O 0.45 1.94 2.28
N 1.29 1.09 1.40
C 0.61 0.43 0.56
C 1.21 -0.61 -0.29
C 0.48 -1.25 -1.27
N -0.83 -0.98 -1.43
C -1.44 -0.11 -0.63
C -0.82 0.60 0.32
H 1.15 2.09 2.93
H 2.21 -1.05 0.02
H 1.00 -2.10 -1.75
H -1.38 -1.44 -2.12
H -2.47 -0.03 -0.82
H -1.46 1.41 0.79
*
```

Results
Relative energy (zero: lowest compared OMol25 entry of this formula, charge and spin) (kJ/mol): 204.8
Strongest force on any atom (eV Å⁻¹): 3.3
SMILES: ON=c1cc[nH]cc1
Orbital gap (eV): 8.11

=====

Formula: C4H5IN2S
Source: the OMol25 dataset
Level of theory: the ωB97M-V functional and the def2-TZVPD basis

Structure (ORCA input):
```
! RIJCOSX wB97M-V def2-TZVPD def2/J DEFGRID3
* xyz 0 1
C 1.56 0.06 -0.09
C 1.07 0.15 -1.38
C 0.85 0.19 1.12
C -0.97 0.74 -2.18
N 2.83 -0.27 -0.14
N 3.39 -0.39 -1.25
S 2.30 -0.11 -2.54
I -1.39 -0.57 -3.67
H 1.48 0.58 1.88
H 0.02 0.89 0.91
H 0.47 -0.82 1.57
H -0.68 1.65 -2.34
H -1.54 0.61 -1.30
*
```

Results
Relative energy (zero: lowest compared OMol25 entry of this formula, charge and spin) (kJ/mol): 354.3
Strongest force on any atom (eV Å⁻¹): 6.8
Orbital gap (eV): 8.99